(1)
Formula: C8H12N4
Source: the OMol25 dataset
Level of theory: ωB97M-V/def2-TZVPD

The orbital gap is 8.02 eV. As for the HOMO energy: -17.048 eV. The calculation puts the largest force on an atom at 4.59 eV/Å. The total charge is +2. The structure (SMILES) is [NH3+][C@H]1N=CC[C@H]2C=[NH+]C=CC2=N1.

Last column: Mulliken charge in e.
Element x y z (Å)
N (3.0833, -1.3442, 0.0728)  -0.235
C (1.7925, -0.4967, 0.4222)  0.016
N (1.8429, 0.6218, -0.4763)  -0.512
C (1.0868, 1.5990, -0.7910)  -0.206
C (-0.3423, 1.9256, -0.3801)  -0.800
C (-0.7775, 0.5177, 0.4410)  0.003
C (-2.2763, 0.7503, 0.5586)  -0.374
N (-3.1732, -0.0732, 0.0960)  0.041
C (-2.7785, -1.3084, -0.3846)  -0.457
C (-1.5103, -1.8048, -0.2212)  -0.330
C (-0.4233, -0.9839, 0.0990)  0.704
N (0.7055, -1.5393, 0.2628)  -0.617
H (3.7071, -0.5746, -0.4209)  0.412
H (2.6680, -1.9707, -0.5836)  0.362
H (3.5399, -1.7174, 0.9401)  0.382
H (1.7806, -0.0780, 1.5382)  0.358
H (1.4079, 2.2491, -1.5302)  0.503
H (-0.9371, 1.9519, -1.2429)  0.479
H (-0.4147, 2.8420, 0.2065)  0.406
H (-0.2117, 0.8221, 1.3359)  0.344
H (-2.4533, 1.8332, 0.7471)  0.408
H (-4.1658, -0.0456, 0.1496)  0.305
H (-3.7250, -1.8361, -0.6429)  0.391
H (-1.2393, -2.8348, -0.5683)  0.416

***

(2)
Formula: CHNO3S
Source: the OMol25 dataset
Level of theory: ωB97M-V/def2-TZVPD

The orbital gap (alpha / beta) is 7.93 / 7.94 eV. As for the HOMO energy (alpha / beta): -8.928 / -8.900 eV. The calculation puts the largest force on an atom at 2.15 eV/Å. The total charge is 0.

Last column: Mulliken charge in e.
Element x y z (Å)
C (-0.4164, 0.3261, -0.2837)  0.209
N (-2.5603, -1.7474, 0.2362)  0.136
O (-3.3427, -0.9282, 0.0292)  -0.049
O (-1.2972, 0.8261, 0.5754)  -0.251
O (-0.6052, 0.0555, -1.4265)  -0.431
S (-2.8625, 1.0529, 0.0643)  0.055
H (0.5234, 0.1312, 0.2647)  0.330

***

(3)
Formula: C15H18BCoF4N4O3SSi
Source: the OMol25 dataset
Level of theory: ωB97M-V/def2-TZVPD

The orbital gap (alpha / beta) is 8.10 / 6.61 eV. As for the HOMO energy (alpha / beta): -8.334 / -9.397 eV. The calculation puts the largest force on an atom at 0.64 eV/Å. As for the expectation value of S²: 6.009. The total charge is 0. The multiplicity is 5.

Last column: Mulliken charge in e.
Element x y z (Å)
Co (0.1291, -0.2863, 0.0325)  0.720
C (-4.3510, -3.6112, -2.7366)  -0.431
C (-3.6471, -3.7101, -1.5406)  -0.630
C (-2.4740, -2.9916, -1.3675)  0.042
C (-1.9790, -2.1682, -2.3878)  0.102
C (-2.7080, -2.0668, -3.5775)  -0.215
C (-3.8856, -2.7889, -3.7527)  -0.702
Si (-0.3041, -1.3471, -2.3151)  0.320
C (1.0476, -2.5851, -2.2737)  0.837
C (1.2090, -3.4873, -1.2148)  -0.026
C (2.2055, -4.4456, -1.2583)  -0.767
C (3.0502, -4.5081, -2.3593)  -0.355
C (2.9146, -3.6079, -3.4066)  -0.618
C (1.9322, -2.6321, -3.3573)  -0.466
H (-5.2611, -4.1810, -2.8760)  0.393
H (-4.0111, -4.3489, -0.7463)  0.433
H (-1.9399, -3.0777, -0.4277)  0.192
H (-2.3492, -1.4329, -4.3809)  0.344
H (-4.4282, -2.7166, -4.6872)  0.419
H (-0.1962, -0.4498, -3.4791)  -0.195
H (0.5711, -3.4329, -0.3383)  0.096
H (2.3376, -5.1284, -0.4298)  0.383
H (3.8374, -5.2506, -2.3889)  0.386
H (3.5955, -3.6452, -4.2467)  0.381
H (1.8665, -1.8978, -4.1507)  0.290
C (2.8118, 0.6931, 2.4299)  -0.848
S (1.0912, 0.3865, 2.3430)  1.379
O (0.5333, 0.5003, 3.6542)  -0.591
O (0.9464, -0.9787, 1.7105)  -0.572
O (0.5142, 1.2982, 1.3073)  -0.622
H (3.2872, -0.2182, 2.7876)  0.323
H (2.9508, 1.5081, 3.1369)  0.399
H (3.1851, 0.9438, 1.4401)  0.204
F (3.5175, -1.3972, -0.4611)  -0.358
B (3.3225, -0.2109, -1.1442)  0.258
F (3.3873, -0.3575, -2.5158)  -0.310
F (4.1230, 0.8176, -0.6767)  -0.344
F (1.9051, 0.2193, -0.8302)  -0.321
N (-6.3283, 0.8356, -0.1624)  -0.364
C (-5.0831, 0.3704, -0.3413)  0.616
N (-4.8045, -0.2929, -1.4686)  -0.263
N (-4.2131, 0.6192, 0.6191)  -0.711
C (-2.9825, 0.2099, 0.4953)  0.711
N (-1.8786, -0.1425, 0.5153)  -0.338
H (-7.0561, 0.7008, -0.8378)  0.187
H (-6.5214, 1.3445, 0.6816)  0.255
H (-5.5138, -0.5164, -2.1426)  0.262
H (-3.9049, -0.7370, -1.5862)  0.116

***

(4)
Formula: C5H9O3Yb
Source: the OMol25 dataset
Level of theory: ωB97M-V/def2-TZVPD

The orbital gap (alpha / beta) is 8.88 / 6.34 eV. As for the HOMO energy (alpha / beta): -17.720 / -17.318 eV. The calculation puts the largest force on an atom at 3.10 eV/Å. As for the expectation value of S²: 0.764. The total charge is +2. The multiplicity is 2.

Last column: Mulliken charge in e.
Element x y z (Å)
O (-1.2518, 2.3203, 0.1562)  -0.458
C (-2.2954, 1.8064, -0.2269)  0.113
C (-2.4508, 0.3289, -0.2758)  -0.355
O (-1.2467, -0.2562, 0.1881)  -0.253
C (-1.2598, -1.6264, 0.4157)  0.329
C (-0.1667, -2.3610, 0.2886)  -0.879
Yb (0.5545, 1.2365, 0.5034)  1.620
H (-3.2097, 2.4105, -0.3412)  0.417
H (-2.6560, 0.0117, -1.3353)  0.399
H (-2.2326, -2.0010, 0.7380)  0.292
H (0.7676, -1.9509, -0.0985)  0.252
H (-0.2062, -3.4134, 0.5656)  0.269
O (2.4811, 0.9476, -0.4422)  -0.531
C (3.8163, 0.6829, -0.1818)  -0.489
H (4.4017, 0.6492, -1.1206)  0.266
H (4.2872, 1.4526, 0.4597)  0.277
H (3.9619, -0.2897, 0.3280)  0.301
H (-3.2947, 0.0520, 0.3791)  0.432

***

(5)
Formula: C5H5N2OPS
Source: the OMol25 dataset
Level of theory: ωB97M-V/def2-TZVPD

The orbital gap is 7.43 eV. As for the HOMO energy: -9.277 eV. The calculation puts the largest force on an atom at 4.83 eV/Å. The total charge is 0. The structure (SMILES) is O=C(C(P)=S)n1ccnc1.

Last column: Mulliken charge in e.
Element x y z (Å)
O (0.5991, 2.0568, -0.4928)  -0.515
C (0.4382, 0.8593, -0.3978)  0.478
C (1.5864, -0.0400, -0.4622)  0.033
P (2.9421, 0.7009, 0.3852)  -0.044
S (1.5355, -1.4273, -1.4773)  -0.093
N (-0.8404, 0.2549, -0.2489)  0.158
C (-1.2180, -1.0485, 0.3045)  -0.183
C (-2.5984, -1.0932, 0.2547)  -0.464
N (-3.0981, 0.1084, -0.3603)  -0.574
C (-2.0683, 0.8730, -0.6171)  -0.015
H (2.3263, 0.9668, 1.6072)  0.073
H (3.5491, -0.4795, 0.6883)  0.049
H (-0.5956, -1.7766, 0.8992)  0.325
H (-3.2707, -1.7460, 0.6832)  0.447
H (-2.1765, 1.8276, -1.1964)  0.326

***

(6)
Formula: C9H11AsF2OPtS5
Source: the OMol25 dataset
Level of theory: ωB97M-V/def2-TZVPD

The orbital gap (alpha / beta) is 5.14 / 5.35 eV. As for the HOMO energy (alpha / beta): -0.760 / -0.983 eV. The calculation puts the largest force on an atom at 0.89 eV/Å. As for the expectation value of S²: 2.009. The total charge is -2. The multiplicity is 3.

Last column: Mulliken charge in e.
Element x y z (Å)
Pt (-2.1361, -0.5456, -0.5670)  0.606
S (-5.2848, -3.2066, 1.1067)  -0.659
As (-3.2147, -3.3101, 0.6766)  0.457
S (-2.1062, -1.5556, 1.5455)  -0.514
S (-2.7373, -2.7573, -1.4228)  -0.551
S (-2.2440, -5.1186, 1.2358)  -0.681
C (1.9878, 2.1467, 3.0519)  -1.475
C (1.6101, 1.4184, 1.7885)  1.100
C (1.1315, 2.1057, 0.6809)  -0.654
C (0.7275, 1.4299, -0.4648)  -0.357
C (0.7960, 0.0513, -0.4915)  -0.171
C (1.2921, -0.6594, 0.5924)  -0.541
C (1.6931, 0.0275, 1.7234)  -0.536
S (0.3299, -0.7990, -2.0151)  0.557
C (2.0830, -1.1280, -2.4201)  -1.008
O (-0.0078, 0.2659, -3.0199)  -0.646
H (2.1118, 3.2149, 2.8676)  0.357
H (2.9194, 1.7605, 3.4709)  0.359
H (1.2128, 2.0285, 3.8130)  0.286
H (1.0537, 3.1875, 0.7159)  0.267
H (0.3362, 1.9515, -1.3291)  0.408
H (1.3096, -1.7431, 0.5754)  0.429
H (2.0486, -0.5290, 2.5839)  0.323
H (2.6045, -0.1719, -2.4194)  0.327
H (2.0961, -1.5793, -3.4123)  0.333
H (2.5096, -1.8119, -1.6860)  0.331
F (-4.2480, 1.1677, -1.5568)  -0.271
C (-2.8780, 1.0092, -1.6380)  0.100
F (-2.3605, 2.2678, -1.2857)  -0.250
H (-2.6358, 0.8825, -2.7001)  0.073